A cluster of 11 separate species, C28H75F3O13S in total in a non-equilibrium geometry, computed with ωB97M-V with the def2-TZVPD basis set.

Last column: Mulliken charge in e.
Cartesian coordinates (Å):
O (5.47539, 3.71825, 1.13336)  -0.354
H (4.84974, 2.99750, 1.03006)  0.442
H (6.20132, 3.60177, 0.51607)  0.434
H (5.79808, 3.74081, 2.03723)  0.458
C (0.62232, -1.59041, -0.51060)  0.543
F (1.66263, -2.32270, -0.15540)  -0.199
F (0.71418, -1.20972, -1.77308)  -0.206
F (-0.58834, -2.22479, -0.35889)  -0.219
S (0.50179, 0.05904, 0.49464)  1.009
O (-0.50133, 0.88560, -0.22030)  -0.611
O (0.13960, -0.33320, 1.86791)  -0.647
O (1.87124, 0.61925, 0.43713)  -0.677
C (-6.93453, 7.47795, -0.98589)  -1.282
C (-6.07208, 6.22049, -1.07581)  0.530
C (-5.33913, 5.89312, 0.25055)  -1.165
O (-6.91695, 5.12650, -1.45306)  -0.559
H (-6.25320, 8.32698, -1.04108)  0.351
H (-7.49725, 7.48004, -0.05238)  0.320
H (-7.65466, 7.57217, -1.79869)  0.330
H (-5.35648, 6.32630, -1.89117)  0.226
H (-4.86754, 4.91042, 0.25331)  0.332
H (-6.05287, 5.99101, 1.06853)  0.302
H (-4.65933, 6.70794, 0.49963)  0.330
H (-6.37749, 4.37261, -1.70250)  0.281
C (-4.76159, -4.54703, 4.57227)  -1.316
C (-5.98298, -5.46337, 4.82162)  0.301
C (-5.71177, -6.93752, 4.33020)  -1.123
O (-6.14684, -5.58722, 6.19799)  -0.530
H (-3.80729, -4.88660, 4.97488)  0.389
H (-5.03751, -3.55754, 4.93678)  0.343
H (-4.50718, -4.44423, 3.51738)  0.352
H (-6.85350, -5.02638, 4.33237)  0.303
H (-6.61968, -7.54053, 4.34361)  0.302
H (-4.85809, -7.39507, 4.83019)  0.282
H (-5.36990, -6.93308, 3.29521)  0.348
H (-5.23955, -5.60008, 6.51147)  0.352
C (-0.15803, 2.82735, -7.74059)  -1.292
C (-0.75641, 2.72940, -6.38523)  0.646
C (-0.75305, 3.97905, -5.50035)  -1.199
O (-2.07233, 2.30194, -6.48772)  -0.555
H (-0.65579, 3.53073, -8.40813)  0.342
H (-0.23027, 1.85118, -8.22014)  0.315
H (0.91369, 3.00794, -7.65764)  0.338
H (-0.24757, 1.90151, -5.89149)  0.156
H (-1.36957, 4.05368, -4.60457)  0.368
H (-1.04251, 4.84014, -6.10272)  0.322
H (0.25522, 4.22686, -5.16854)  0.280
H (-2.41831, 2.12639, -5.60961)  0.282
C (0.60736, 4.55431, 5.72163)  -1.076
C (-0.69473, 3.90358, 6.20357)  0.320
C (-1.87824, 4.02414, 5.24932)  -1.127
O (-0.39881, 2.49638, 6.29281)  -0.550
H (1.07054, 4.02822, 4.88690)  0.251
H (1.31124, 4.52291, 6.55329)  0.300
H (0.41371, 5.58595, 5.42780)  0.331
H (-0.98661, 4.28473, 7.18215)  0.279
H (-2.77681, 3.69684, 5.77234)  0.296
H (-1.62368, 3.47050, 4.34556)  0.311
H (-2.08190, 5.04371, 4.92205)  0.322
H (-0.30050, 2.12217, 5.41423)  0.347
C (2.96510, -5.46935, 3.85438)  -1.179
C (4.05558, -6.25475, 3.27553)  0.426
C (5.41147, -5.57922, 3.35764)  -1.289
O (4.06339, -7.50003, 3.97489)  -0.551
H (2.87095, -4.44577, 3.49178)  0.360
H (3.17341, -5.34154, 4.91663)  0.299
H (2.01766, -5.95179, 3.61415)  0.283
H (3.72627, -6.46216, 2.25738)  0.275
H (5.68972, -5.34401, 4.38494)  0.341
H (5.33272, -4.70333, 2.71364)  0.352
H (6.17611, -6.30349, 3.07682)  0.349
H (4.57060, -7.35245, 4.77648)  0.337
C (5.95834, 0.40899, 4.85501)  -1.396
C (6.57303, 1.43078, 5.77623)  0.631
C (8.07551, 1.23604, 6.08457)  -1.224
O (6.51058, 2.68312, 5.19240)  -0.539
H (6.03255, -0.57479, 5.31845)  0.374
H (6.49179, 0.28467, 3.91263)  0.322
H (4.91770, 0.68628, 4.68679)  0.338
H (5.98787, 1.41515, 6.69571)  0.174
H (8.17251, 0.15584, 6.19356)  0.322
H (8.32583, 1.63126, 7.06908)  0.390
H (8.82785, 1.48642, 5.33665)  0.303
H (6.77859, 3.30238, 5.87524)  0.313
C (6.19527, 0.84867, -3.73875)  -1.100
C (6.71621, 2.31178, -3.87224)  0.483
C (5.57523, 3.32886, -4.20890)  -1.296
O (7.37616, 2.67695, -2.68780)  -0.543
H (6.84948, 0.17552, -3.18469)  0.320
H (6.16797, 0.45896, -4.75635)  0.357
H (5.17385, 0.76518, -3.36750)  0.266
H (7.40071, 2.34038, -4.72003)  0.191
H (5.92259, 4.35423, -4.33547)  0.331
H (4.75306, 3.28876, -3.49438)  0.330
H (5.12193, 3.04089, -5.15742)  0.352
H (8.22820, 2.24153, -2.61021)  0.319
C (-5.86162, -0.24117, -0.48876)  -1.237
C (-5.42759, -0.40756, -1.96912)  0.580
C (-6.62566, -0.65982, -2.85318)  -1.341
O (-4.84314, 0.83650, -2.30040)  -0.507
H (-5.02004, -0.22815, 0.20382)  0.338
H (-6.47609, -1.07871, -0.15853)  0.356
H (-6.47165, 0.63349, -0.26308)  0.292
H (-4.70225, -1.20177, -2.14572)  0.216
H (-7.16553, -1.55096, -2.53299)  0.376
H (-6.38024, -0.84453, -3.89901)  0.328
H (-7.26035, 0.22090, -2.75518)  0.307
H (-4.02875, 0.94839, -1.80455)  0.294
C (-0.31936, -4.47119, -6.86641)  -1.238
C (-0.89507, -5.62265, -7.71450)  0.546
C (-0.79826, -6.99405, -7.04618)  -1.300
O (-2.29422, -5.38687, -7.85849)  -0.534
H (0.75811, -4.58401, -6.74626)  0.336
H (-0.84595, -4.37314, -5.91710)  0.323
H (-0.41002, -3.53529, -7.41775)  0.364
H (-0.27599, -5.67513, -8.61008)  0.164
H (-1.32442, -7.05498, -6.09353)  0.331
H (0.21684, -7.33547, -6.84344)  0.369
H (-1.33680, -7.69719, -7.68153)  0.312
H (-2.39367, -4.50449, -8.22330)  0.328

Forces on the atoms, in the same order (eV/Å):
-0.24 0.57 -0.15
-1.11 -0.91 -0.19
0.78 -0.04 -0.83
0.32 0.05 1.14
-1.93 2.69 1.39
-0.38 -0.56 -0.18
0.40 -0.64 -0.80
1.61 -0.25 -0.14
-0.10 1.23 1.10
1.28 -1.59 0.71
0.10 -0.02 -1.57
-0.69 -0.59 -0.45
0.42 -0.30 0.06
-0.08 -0.83 0.08
-0.77 1.13 -0.28
-0.44 0.19 0.19
-0.18 0.22 0.25
0.06 0.13 0.06
0.18 -0.24 -0.12
0.31 0.29 0.02
0.08 0.20 -0.03
-0.29 -0.58 0.00
0.60 -0.21 -0.29
0.12 -0.06 0.05
-0.65 0.15 -0.91
2.24 -1.77 -1.08
-0.06 1.27 -1.30
-0.67 0.64 1.18
-0.23 -0.23 0.67
0.37 0.05 0.15
-0.40 0.04 -0.24
-0.16 -0.14 0.28
0.17 -0.08 0.43
-0.33 0.03 0.61
-0.19 0.14 -0.36
-0.08 -0.09 0.56
0.38 -0.18 -0.71
-0.19 -0.26 2.09
1.22 1.14 -0.66
-1.79 -0.50 -0.95
0.11 0.27 0.18
-0.16 -0.09 0.02
-0.02 0.42 -0.09
0.65 0.12 0.38
-0.22 -0.89 -0.12
-0.20 0.06 -0.21
0.24 -0.12 0.05
-0.03 0.01 0.04
-0.51 0.53 0.49
0.54 -0.96 -1.61
0.28 0.79 0.17
-0.24 0.05 1.40
-0.30 -0.11 -0.10
0.12 0.15 -0.07
0.23 0.16 0.02
0.25 -0.31 0.15
0.02 -0.45 -0.41
-0.45 -0.27 0.00
0.16 0.23 0.12
-0.09 0.16 -0.21
-1.06 1.61 0.61
0.34 -0.60 0.02
-0.32 -0.69 -0.32
0.31 -0.47 -0.39
0.21 0.07 -0.41
-0.51 -0.27 0.28
-0.05 -0.05 0.61
0.70 -0.31 -0.27
-0.39 0.49 0.16
0.69 0.10 0.15
0.09 0.25 -0.64
-0.02 -0.11 0.19
0.25 -0.24 0.05
1.72 -0.63 -0.01
-0.66 -2.15 0.89
-1.13 2.07 -1.03
-0.36 0.02 0.14
0.03 0.38 -0.17
-0.01 -0.27 -0.14
0.08 -0.04 0.28
0.39 -0.25 0.29
0.15 0.34 -0.16
-0.55 0.53 -0.21
0.01 0.32 -0.14
-0.14 0.53 -1.16
-1.30 -0.67 -0.41
0.44 -0.88 0.11
0.15 1.07 1.08
0.12 0.31 0.17
-0.15 -0.24 -0.08
0.09 0.19 0.30
0.29 0.05 0.03
0.20 -0.09 0.23
0.17 0.05 0.28
0.11 -0.12 -0.10
-0.05 -0.16 -0.25
-0.08 -1.33 0.23
-0.43 0.54 1.25
-0.11 0.18 -0.05
0.22 0.57 -1.13
0.25 0.11 -0.18
-0.02 -0.29 -0.04
0.14 0.26 -0.64
0.12 -0.20 0.48
-0.05 0.09 0.26
0.22 0.33 -0.01
-0.29 -0.11 -0.26
0.11 -0.10 0.12
0.19 -0.31 -0.57
0.36 0.12 2.06
-0.40 -0.07 0.10
0.36 -0.19 -0.79
0.02 -0.20 0.38
0.17 -0.10 0.02
-0.27 0.15 -0.05
-0.58 0.11 -0.70
-0.07 0.46 0.11
0.08 0.10 -0.36
0.31 -0.20 -0.15
-0.17 0.12 -0.06

Computed properties:
F_max: 0.0698 Eh/bohr
LUMO energy: -0.0989 Eh
Frontier orbital gap: 5.4 eV
Net charge: 0